Computed, not measured: C19H28AgN2O6P2Te as an isolated structure at a distorted geometry, with the ωB97M-V functional and the def2-TZVPD basis.

Element x y z (Å)
Ag: -0.06898 1.22952 0.38888
C: 4.54653 -0.25227 -3.10579
C: 5.18279 0.02966 -1.90393
C: 4.44739 0.22409 -0.74854
C: 3.05132 0.16307 -0.78254
C: 2.41668 -0.11242 -1.99402
C: 3.16021 -0.33090 -3.13912
N: 2.28044 0.46287 0.34490
N: 2.60394 -0.14588 1.38310
C: 1.80310 0.08770 2.49323
C: 2.36173 -0.18294 3.75070
C: 1.58095 -0.10366 4.88497
C: 0.24817 0.27924 4.77832
C: -0.28342 0.60378 3.53292
C: 0.43626 0.45198 2.34997
H: 5.12756 -0.41335 -4.00502
H: 6.26383 0.09652 -1.87014
H: 4.93180 0.43386 0.19635
H: 1.33452 -0.16829 -2.00630
H: 2.65529 -0.56693 -4.06779
H: 3.42314 -0.40366 3.81146
H: 2.00480 -0.33390 5.85567
H: -0.37156 0.31777 5.66833
H: -1.31345 0.94573 3.48814
C: -2.59598 6.47997 -1.87363
C: -1.33369 6.20546 -1.07241
O: -1.60685 5.34371 0.01936
P: -1.16143 3.77075 0.17333
O: -2.36246 3.04941 0.65516
Te: 0.07865 3.07621 -1.73495
O: -0.18528 3.90006 1.47240
C: 1.02107 4.65342 1.40182
C: 2.19910 3.79635 1.82383
H: -2.36166 7.08800 -2.74926
H: -3.32984 7.00227 -1.25776
H: -3.03547 5.53838 -2.20288
H: -0.92896 7.13667 -0.66432
H: -0.57480 5.76354 -1.72399
H: 0.91340 5.52359 2.05723
H: 1.18723 5.01745 0.38214
H: 2.10909 3.49731 2.86907
H: 3.13078 4.34727 1.67952
H: 2.22636 2.89360 1.21082
C: -3.98152 0.80000 2.07154
O: -3.57690 -0.03981 1.00043
P: -2.64464 0.36073 -0.26064
O: -3.81326 0.96733 -1.21476
C: -3.55047 1.76377 -2.34971
O: -2.69024 -1.15114 -0.93847
C: -1.80984 -2.12447 -0.39904
H: -4.03943 0.17581 2.96437
H: -4.96938 1.21226 1.85336
H: -3.28801 1.62197 2.23289
H: -4.47473 1.80492 -2.92874
H: -2.75645 1.34785 -2.97292
H: -3.27001 2.77658 -2.06031
H: -2.29199 -3.09775 -0.49422
H: -1.59253 -1.94019 0.65703
H: -0.86187 -2.13269 -0.94683

Results
LUMO level = 2.49 eV
gap between HOMO and LUMO = 6.4 eV
net charge = -1
F_max = 2.1 eV/A
relative energy (zero: lowest compared OMol25 entry of this formula, charge and spin) = 0.0 kcal per mole
E_HOMO = -3.868 eV
electronic energy = -65295.983 eV